Record 1
{
  "formula": "C22H46BBrFN3O9PS",
  "method": "ωB97M-V/def2-TZVPD",
  "charge": -1,
  "e_homo_ev": -4.15,
  "energy_ha": -5145.60989,
  "gap_ev": 5.97,
  "species": ["C", "C", "C", "C", "C", "C", "O", "C", "Br", "C", "C", "N", "C", "O", "C", "N", "C", "O", "C", "F", "C", "C", "C", "C", "N", "C", "C", "B", "O", "C", "C", "P", "O", "O", "S", "H", "H", "H", "H", "H", "H", "H", "H", "H", "H", "H", "H", "H", "H", "H", "H", "H", "H", "H", "H", "H", "H", "H", "H", "H", "H", "H", "H", "H", "H", "H", "H", "H", "H", "H", "H", "H", "H", "H", "H", "H", "H", "H", "H", "H", "C", "O", "O", "O", "H"],
  "xyz": [[5.23, 3.34, -0.34], [4.21, 2.69, 0.69], [4.55, 1.16, 1.02], [3.79, 0.24, -0.08], [2.61, -0.47, 0.74], [1.68, -1.39, -0.16], [0.27, -1.25, -0.12], [-0.32, -0.04, 0.16], [0.39, 1.58, -0.80], [-0.50, 0.34, 1.69], [-0.12, -0.81, 2.69], [0.67, -0.53, 3.68], [-1.86, -0.16, -0.42], [-1.64, -0.78, -1.70], [-2.74, -1.16, 0.41], [-2.28, -2.56, 0.41], [-3.39, -3.52, 0.45], [-2.29, 1.18, -0.49], [-3.64, 1.44, -0.73], [-3.68, 2.83, -1.10], [-4.32, 0.71, -1.96], [-3.90, 1.28, -3.39], [-2.38, 1.63, -3.56], [-4.86, 2.48, -3.88], [-4.53, 1.34, 0.42], [-4.58, 2.52, 1.29], [-3.18, 2.93, 1.93], [2.14, -1.50, -1.74], [1.34, -0.87, -2.77], [3.45, -2.30, -2.27], [3.95, -1.57, -3.63], [1.98, -3.18, 0.47], [1.24, -3.46, 1.96], [3.62, -3.53, 0.67], [1.21, -4.50, -0.76], [4.94, 4.42, -0.53], [6.24, 3.38, 0.15], [5.26, 2.85, -1.34], [3.18, 2.80, 0.23], [4.20, 3.34, 1.61], [4.13, 0.95, 2.04], [5.66, 1.03, 0.93], [4.56, -0.48, -0.45], [3.40, 0.97, -0.85], [3.15, -1.09, 1.52], [2.11, 0.35, 1.30], [0.18, 1.23, 1.88], [-1.53, 0.73, 1.95], [-0.52, -1.86, 2.65], [0.96, 0.45, 3.65], [-2.32, -1.46, -1.86], [-3.79, -1.18, -0.03], [-2.91, -0.86, 1.49], [-1.57, -2.75, 1.11], [-4.19, -3.14, 1.16], [-3.90, -3.61, -0.56], [-3.06, -4.57, 0.70], [-5.45, 0.81, -1.91], [-4.13, -0.40, -2.00], [-4.12, 0.44, -4.12], [-2.30, 2.25, -4.51], [-1.94, 2.27, -2.75], [-1.74, 0.72, -3.77], [-5.25, 2.24, -4.93], [-5.71, 2.55, -3.15], [-4.25, 3.42, -3.96], [-5.45, 0.96, 0.19], [-5.22, 2.23, 2.19], [-5.13, 3.41, 0.85], [-2.39, 3.13, 1.14], [-3.34, 3.93, 2.45], [-2.85, 2.22, 2.73], [1.00, -1.63, -3.28], [3.17, -3.35, -2.55], [4.31, -2.33, -1.55], [3.91, -0.46, -3.42], [3.29, -1.85, -4.49], [5.02, -1.88, -3.77], [1.68, -2.98, 2.69], [4.17, -2.73, 0.61], [3.54, -2.00, 6.49], [2.47, -2.68, 6.42], [3.33, -0.69, 6.13], [4.69, -2.33, 6.83], [2.38, -0.84, 5.95]]
}

=====

Record 2
{
  "formula": "C4H7N2",
  "method": "ωB97M-V/def2-TZVPD",
  "de_lowest_kcal_mol": 177.7,
  "charge": 1,
  "e_homo_ev": [-14.33, -14.17],
  "energy_ha": -265.62537,
  "gap_ev": [7.94, 8.34],
  "species": ["C", "C", "C", "C", "N", "N", "H", "H", "H", "H", "H", "H", "H"],
  "xyz": [[2.92, -0.07, 0.78], [1.03, 0.49, -0.71], [-1.88, -0.17, -0.34], [-1.41, 0.52, 0.83], [2.00, 0.27, -0.01], [-0.67, -0.55, 0.27], [2.95, 0.82, 1.47], [3.56, -0.91, 0.79], [0.67, 0.91, -1.69], [-2.69, -1.01, -0.38], [-1.84, 0.21, -1.32], [-0.88, 1.58, 0.76], [-1.79, 0.37, 1.90]]
}

=====

Record 3
{
  "formula": "C38H51As2GeO3Tl",
  "method": "ωB97M-V/def2-TZVPD",
  "charge": 1,
  "e_homo_ev": [-10.58, -10.60],
  "energy_ha": -8425.07072,
  "multiplicity": 2,
  "gap_ev": [8.19, 4.98],
  "s2": 0.76,
  "species": ["Tl", "C", "C", "C", "C", "O", "Ge", "O", "C", "C", "C", "C", "O", "C", "C", "C", "C", "H", "H", "H", "H", "H", "H", "H", "H", "H", "H", "H", "H", "H", "H", "H", "H", "H", "H", "H", "H", "H", "H", "H", "H", "H", "H", "H", "C", "C", "As", "C", "C", "C", "C", "C", "C", "C", "C", "C", "C", "C", "C", "As", "C", "C", "C", "C", "C", "C", "C", "C", "C", "C", "C", "C", "H", "H", "H", "H", "H", "H", "H", "H", "H", "H", "H", "H", "H", "H", "H", "H", "H", "H", "H", "H", "H", "H", "H", "H"],
  "xyz": [[-0.38, 0.56, -1.70], [-1.77, 3.51, -0.37], [-0.67, 3.34, 0.68], [-1.30, 3.21, 2.07], [0.27, 4.55, 0.65], [0.02, 2.16, 0.33], [1.43, 1.25, 1.23], [1.95, 0.42, -0.45], [3.09, 0.77, -1.20], [3.38, -0.41, -2.15], [4.31, 0.98, -0.29], [2.83, 2.05, -1.99], [0.51, -0.32, 1.86], [1.06, -0.99, 2.97], [1.23, -0.05, 4.17], [2.42, -1.59, 2.59], [0.09, -2.10, 3.39], [-2.31, 4.44, -0.23], [-2.47, 2.67, -0.30], [-1.31, 3.52, -1.36], [-2.08, 3.95, 2.21], [-0.55, 3.34, 2.85], [-1.74, 2.22, 2.17], [-0.27, 5.45, 0.92], [0.70, 4.68, -0.34], [1.08, 4.39, 1.36], [3.59, -1.30, -1.56], [4.24, -0.18, -2.77], [2.51, -0.61, -2.78], [4.44, 0.11, 0.35], [4.15, 1.86, 0.32], [5.20, 1.11, -0.90], [2.04, 1.90, -2.73], [3.74, 2.37, -2.51], [2.53, 2.84, -1.30], [1.97, 0.71, 3.93], [1.55, -0.60, 5.04], [0.28, 0.45, 4.38], [3.12, -0.78, 2.42], [2.31, -2.15, 1.66], [2.79, -2.23, 3.38], [-0.86, -1.66, 3.67], [0.49, -2.65, 4.24], [-0.07, -2.79, 2.56], [-2.34, -3.17, 0.29], [-3.02, -2.14, 1.17], [-2.98, -0.35, 0.31], [-3.81, 0.70, 1.74], [-3.43, 0.54, 3.07], [-3.93, 1.39, 4.05], [-4.79, 2.42, 3.70], [-5.17, 2.58, 2.38], [-4.68, 1.73, 1.41], [-4.60, -0.59, -0.78], [-4.59, -0.36, -2.15], [-5.71, -0.61, -2.93], [-6.87, -1.07, -2.33], [-6.92, -1.25, -0.96], [-5.79, -1.01, -0.19], [-0.41, -2.71, -0.04], [-0.35, -2.65, -1.99], [0.85, -3.05, -2.59], [0.97, -3.07, -3.97], [-0.09, -2.67, -4.77], [-1.28, -2.25, -4.18], [-1.40, -2.24, -2.80], [0.20, -4.60, 0.06], [-0.48, -5.54, -0.71], [-0.14, -6.88, -0.64], [0.89, -7.29, 0.19], [1.58, -6.36, 0.95], [1.23, -5.02, 0.89], [-2.86, -3.27, -0.66], [-2.35, -4.15, 0.78], [-2.49, -2.08, 2.13], [-4.06, -2.42, 1.37], [-2.72, -0.22, 3.35], [-3.63, 1.27, 5.08], [-5.16, 3.09, 4.46], [-5.85, 3.38, 2.11], [-4.96, 1.87, 0.36], [-3.68, 0.01, -2.62], [-5.68, -0.44, -3.99], [-7.75, -1.27, -2.93], [-7.83, -1.59, -0.48], [-5.84, -1.15, 0.88], [1.67, -3.36, -1.97], [1.89, -3.41, -4.42], [0.01, -2.68, -5.84], [-2.11, -1.95, -4.80], [-2.35, -1.94, -2.36], [-1.28, -5.23, -1.36], [-0.68, -7.60, -1.23], [1.17, -8.33, 0.24], [2.39, -6.67, 1.59], [1.76, -4.29, 1.49]]
}

=====

Record 4
{
  "formula": "C14H14BeIN5",
  "method": "ωB97M-V/def2-TZVPD",
  "e_homo_ev": [-6.46, -5.65],
  "energy_ha": -1128.10493,
  "gap_ev": [4.09, 2.89],
  "species": ["C", "C", "H", "H", "H", "H", "H", "H", "C", "C", "C", "C", "H", "H", "H", "H", "N", "C", "C", "N", "C", "C", "C", "H", "H", "C", "H", "H", "Be", "I", "N", "C", "N", "C", "N"],
  "xyz": [[2.34, 0.54, 3.12], [2.21, -0.89, 3.12], [2.61, 1.17, 2.20], [3.09, 0.76, 3.84], [1.29, 0.82, 3.32], [2.37, -1.55, 2.19], [2.94, -1.21, 3.84], [1.14, -1.01, 3.34], [-0.79, 2.65, -0.92], [-0.15, 3.44, -1.87], [0.32, 2.85, -3.05], [0.18, 1.48, -3.24], [-1.18, 3.05, 0.02], [-0.04, 4.51, -1.68], [0.81, 3.46, -3.81], [0.53, 0.95, -4.13], [-0.95, 1.33, -1.11], [-0.44, 0.74, -2.24], [-0.60, -0.72, -2.21], [-1.20, -1.15, -1.06], [-1.32, -2.47, -0.81], [-0.28, -2.99, -2.93], [-0.86, -3.42, -1.73], [-1.78, -2.75, 0.14], [-0.96, -4.48, -1.49], [-0.14, -1.62, -3.18], [0.31, -1.21, -4.08], [0.07, -3.71, -3.67], [-1.48, 0.15, -0.12], [3.29, -0.25, 0.36], [-2.15, 0.24, 1.30], [-2.45, 0.28, 2.45], [-2.92, 0.34, 3.63], [-2.19, 0.34, 4.70], [-1.62, 0.34, 5.76]]
}